(1)
The following is a DFT calculation (ωB97M-V/def2-TZVPD) of 7 unconnected molecules or ions with the total composition C38H68F3IN6O4PSi in a non-equilibrium geometry.

Structure (ORCA input):
```
! wB97M-V def2-TZVPD RIJCOSX def2/J DEFGRID3
* xyz -1 1
C 3.15 -0.38 3.87
C 3.50 0.01 2.63
C 3.16 1.34 2.08
P 1.34 1.30 1.36
I 1.98 -0.60 -0.43
C 1.85 2.64 0.13
C 0.86 3.26 -0.84
C 1.41 4.64 -1.25
O 0.77 2.44 -1.99
O 0.80 2.44 2.55
C -0.58 2.65 2.61
C -1.07 4.04 2.17
C -0.21 5.22 2.57
O 0.99 5.29 2.53
C -1.21 1.46 1.85
C -1.43 0.30 2.86
F -1.32 -0.89 2.27
F -2.68 0.38 3.41
F -0.60 0.28 3.92
Si -2.90 1.68 0.93
C -4.20 2.67 1.89
C -2.68 2.55 -0.72
C -3.67 0.01 0.53
O -0.33 1.18 0.81
H 2.79 -1.40 4.01
H 3.16 0.31 4.71
H 4.07 -0.68 2.01
H 3.19 2.07 2.89
H 3.88 1.61 1.31
H 1.13 0.18 2.19
H 2.65 2.24 -0.49
H 2.28 3.45 0.72
H -0.12 3.45 -0.39
H 1.06 5.37 -0.51
H 1.00 4.94 -2.22
H 2.49 4.67 -1.26
H 0.06 2.75 -2.55
H -0.79 2.61 3.68
H -1.25 4.13 1.09
H -2.03 4.20 2.65
H -0.79 6.12 2.89
H -4.00 3.74 1.84
H -5.15 2.50 1.39
H -4.30 2.37 2.93
H -3.54 2.25 -1.33
H -1.78 2.17 -1.20
H -2.67 3.64 -0.63
H -4.34 0.11 -0.32
H -2.88 -0.69 0.25
H -4.21 -0.37 1.40
C 6.55 -4.72 -2.80
C 6.16 -3.91 -1.57
C 4.64 -3.71 -1.45
C 4.11 -2.91 -2.55
N 3.74 -2.32 -3.46
H 6.27 -4.20 -3.71
H 7.63 -4.89 -2.82
H 6.07 -5.70 -2.80
H 6.66 -2.95 -1.58
H 6.50 -4.43 -0.67
H 4.40 -3.21 -0.51
H 4.13 -4.68 -1.44
C -0.03 -6.04 -1.74
C 0.76 -7.34 -1.72
C 1.11 -7.80 -0.30
C 1.99 -6.85 0.38
N 2.66 -6.09 0.91
H 0.54 -5.21 -1.32
H -0.29 -5.77 -2.76
H -0.96 -6.14 -1.17
H 1.68 -7.22 -2.30
H 0.19 -8.13 -2.20
H 1.60 -8.77 -0.33
H 0.20 -7.92 0.29
C 5.09 -7.13 -6.22
C 5.85 -8.45 -6.28
C 6.29 -8.94 -4.89
C 7.25 -8.03 -4.27
N 7.97 -7.29 -3.77
H 5.72 -6.32 -5.82
H 4.76 -6.83 -7.21
H 4.21 -7.21 -5.58
H 6.73 -8.34 -6.92
H 5.22 -9.21 -6.73
H 6.75 -9.93 -4.97
H 5.42 -9.04 -4.24
C -5.19 4.99 -3.35
C -4.35 6.06 -2.66
C -3.15 6.51 -3.50
C -2.19 5.42 -3.70
N -1.43 4.58 -3.83
H -4.61 4.08 -3.51
H -6.05 4.73 -2.74
H -5.57 5.34 -4.31
H -4.00 5.69 -1.70
H -4.97 6.94 -2.46
H -2.63 7.34 -3.00
H -3.48 6.88 -4.47
C 3.40 -0.60 8.88
C 2.30 0.43 9.09
C 1.68 0.91 7.78
C 2.64 1.63 6.95
N 3.41 2.16 6.28
H 4.24 -0.18 8.31
H 3.79 -0.96 9.83
H 3.03 -1.47 8.33
H 2.70 1.28 9.65
H 1.51 -0.01 9.71
H 0.84 1.58 7.99
H 1.29 0.07 7.21
C -9.25 3.79 -0.14
C -10.30 4.50 -0.98
C -10.43 3.91 -2.39
C -9.21 4.08 -3.17
N -8.24 4.21 -3.78
H -8.25 3.89 -0.57
H -9.22 4.21 0.87
H -9.47 2.73 -0.05
H -10.06 5.56 -1.05
H -11.27 4.43 -0.49
H -11.25 4.39 -2.93
H -10.66 2.85 -2.33
*
```

Values from the calculation:
relative energy (zero: lowest compared OMol25 entry of this formula, charge and spin)	0.0	kcal per mole
HOMO	-4.233	eV
orbital gap	6.0	eV
F_max	1.4	eV/A
E	-3346.3720	hartree
LUMO level	0.065	Eh

Atom charges from the Löwdin analysis, given in e for atoms 1 to 5:
1 C -0.032
2 C -0.321
3 C -0.333
4 P 0.488
5 I 0.347

(2)
The following is a DFT calculation (ωB97M-V/def2-TZVPD) of a molecular structure, C38H68MgO25S6 in a non-equilibrium geometry.

Structure (ORCA input):
```
! wB97M-V def2-TZVPD RIJCOSX def2/J DEFGRID3
* xyz 0 1
Mg -0.31 -1.48 -4.32
C 0.98 0.65 -0.95
C 0.67 0.59 0.45
C -0.36 -0.52 0.91
O -0.71 -0.64 2.06
C -0.87 -1.42 -0.12
C -0.53 -1.30 -1.43
C 0.47 -0.25 -1.84
O 0.88 -0.16 -3.07
O -1.07 -2.10 -2.30
O 1.16 1.30 1.32
H 1.71 1.38 -1.27
H -1.50 -2.22 0.23
C -1.55 2.62 2.91
C -2.28 3.37 1.81
C -1.68 3.24 0.37
O -2.85 2.90 -0.36
C -3.87 2.59 0.41
O -4.93 2.20 0.01
O -3.60 2.81 1.72
H -1.97 2.85 3.89
H -0.55 3.04 3.07
H -1.42 1.55 2.75
H -2.30 4.43 2.08
H -0.90 2.48 0.44
H -1.21 4.18 0.08
C -1.91 -4.91 3.21
C -0.89 -3.87 2.76
C 0.18 -3.50 3.81
O 1.36 -3.48 3.02
C 1.15 -3.93 1.76
O 1.96 -4.01 0.89
O -0.10 -4.39 1.68
H -1.40 -5.79 3.59
H -2.59 -5.20 2.41
H -2.50 -4.50 4.03
H -1.36 -2.99 2.34
H 0.27 -4.18 4.66
H 0.06 -2.51 4.26
C 1.92 5.16 1.16
C 3.32 4.96 1.67
C 3.74 3.53 2.04
O 5.00 3.39 1.44
C 5.22 4.34 0.54
O 6.13 4.32 -0.22
O 4.18 5.22 0.56
H 1.85 6.19 0.81
H 1.19 4.95 1.95
H 1.76 4.59 0.25
H 3.47 5.61 2.54
H 2.94 2.90 1.63
H 3.80 3.49 3.13
C -2.68 -4.95 -0.62
C -3.53 -3.96 0.14
C -4.40 -3.02 -0.72
O -5.66 -3.08 -0.06
C -5.68 -4.08 0.83
O -6.59 -4.40 1.53
O -4.52 -4.75 0.79
H -2.20 -5.68 0.04
H -1.86 -4.47 -1.15
H -3.32 -5.61 -1.22
H -3.00 -3.41 0.93
H -4.43 -3.31 -1.77
H -4.03 -1.99 -0.67
C 1.49 1.80 4.22
C 1.16 0.34 4.36
C 2.27 -0.60 3.85
O 2.75 -1.30 4.99
C 2.13 -0.78 6.10
O 2.49 -1.08 7.19
O 1.11 0.02 5.76
H 0.84 2.39 4.87
H 1.47 2.23 3.22
H 2.49 1.93 4.64
H 0.19 0.05 3.94
H 3.06 -0.03 3.36
H 1.76 -1.15 3.06
C 3.44 1.87 -4.34
S 3.44 2.83 -5.90
O 3.77 4.27 -5.64
C 4.90 2.08 -6.65
H 4.40 1.94 -3.83
H 3.24 0.83 -4.61
H 2.71 2.18 -3.60
H 5.65 2.02 -5.87
H 5.22 2.76 -7.44
H 4.66 1.08 -7.01
C -3.33 0.73 -2.58
S -2.96 0.65 -4.37
O -1.65 -0.12 -4.44
C -4.16 -0.67 -4.71
H -2.48 1.22 -2.09
H -3.49 -0.29 -2.26
H -4.15 1.42 -2.34
H -3.95 -1.58 -4.15
H -4.26 -0.92 -5.76
H -5.10 -0.37 -4.24
C 0.67 -5.19 -2.90
S 1.79 -4.02 -3.67
O 0.88 -2.91 -4.22
C 2.48 -3.21 -2.19
H 0.10 -5.61 -3.73
H -0.01 -4.78 -2.15
H 1.29 -5.96 -2.44
H 3.14 -3.87 -1.63
H 1.65 -2.97 -1.52
H 2.94 -2.27 -2.47
C -3.13 -0.08 4.68
S -4.60 -1.04 4.07
O -5.75 -0.12 4.35
C -4.24 -0.81 2.31
H -2.38 -0.12 3.89
H -2.70 -0.55 5.57
H -3.43 0.93 4.95
H -3.38 -1.34 1.91
H -4.20 0.25 2.10
H -5.11 -1.23 1.81
C -1.15 3.69 -5.39
S -0.82 4.56 -3.82
O -2.15 5.05 -3.31
C -0.19 3.16 -2.86
H -2.05 3.08 -5.43
H -0.29 3.09 -5.69
H -1.30 4.44 -6.16
H 0.49 2.58 -3.49
H -1.02 2.52 -2.55
H 0.41 3.44 -2.00
C 4.79 1.06 -0.42
S 4.84 -0.74 -0.66
O 6.22 -1.15 -0.20
C 3.72 -1.13 0.74
H 5.21 1.31 0.55
H 3.84 1.54 -0.65
H 5.52 1.53 -1.09
H 4.14 -0.63 1.61
H 3.73 -2.19 0.99
H 2.69 -0.84 0.52
*
```

Values from the calculation:
relative energy (zero: lowest compared OMol25 entry of this formula, charge and spin)	0.0	kcal per mole
HOMO	-8.676	eV
orbital gap	7.1	eV
F_max	3.1	eV/A
E	-5958.9459	hartree
LUMO level	-0.057	Eh

Atom charges from the Löwdin analysis, given in e for atoms 1 to 5:
1 Mg 0.853
2 C -0.004
3 C -0.353
4 C -0.295
5 O 0.026

Which value of LUMO level does entry 2 give?
-0.057 Eh

Which value of relative energy (zero: lowest compared OMol25 entry of this formula, charge and spin) does entry 2 give?
0.0 kcal per mole

Which formula does entry 1 have?
C38H68F3IN6O4PSi